Entry 1:
The following is a DFT calculation (ωB97M-V/def2-TZVPD) of C32H46Cl2HfOP4 as an isolated structure at a distorted geometry.

XYZ file:
```
86
Properties=species:S:1:pos:R:3:forces:R:3
P 1.493645 1.180601 -2.254977 -1.6 -1.9 3.1
C 3.189948 1.274781 -2.060773 1.6 -0.1 -0.5
C 3.799823 0.638221 -3.182415 0.5 0.7 0.7
H 3.182373 -0.025884 -3.802799 0.5 0.4 0.1
C 5.119058 0.948830 -3.466051 -0.1 -0.3 0.3
H 5.565517 0.511928 -4.358392 0.2 0.2 0.3
C 5.824862 1.816169 -2.611512 0.0 0.0 -0.1
H 6.854748 2.055861 -2.865336 -0.2 0.0 0.1
C 5.248787 2.359400 -1.456303 0.1 -0.2 -0.1
H 5.825386 3.018341 -0.802871 -0.1 -0.3 -0.3
C 3.922338 2.069442 -1.140283 -0.5 -0.5 -1.0
H 3.430663 2.448618 -0.242144 0.2 0.1 -0.4
C 0.796138 -0.343500 -2.736118 -0.4 -0.5 -0.4
C 1.348409 -1.618207 -2.442597 -0.3 0.6 -0.3
H 2.228878 -1.701812 -1.798887 -0.3 0.1 -0.3
C 0.766452 -2.739560 -3.019802 0.0 -0.1 -0.1
H 1.195345 -3.730433 -2.827959 -0.2 0.4 -0.1
C -0.331754 -2.600539 -3.871753 -0.5 -0.3 -0.3
H -0.769352 -3.482916 -4.355575 0.3 0.4 0.2
C -0.895589 -1.339866 -4.134899 -0.1 -0.4 0.2
H -1.739870 -1.223566 -4.817741 0.2 -0.2 0.2
C -0.360333 -0.214795 -3.539338 0.2 0.2 0.0
H -0.767198 0.801451 -3.737621 0.3 -0.9 0.0
C 0.481431 2.583144 -2.192634 0.0 1.3 -1.3
C 0.899839 3.337316 -3.327150 -0.9 0.3 0.7
H 1.762026 2.961115 -3.901512 -0.6 0.5 0.1
C 0.185869 4.469555 -3.670529 0.0 0.3 0.1
H 0.486060 5.006113 -4.573264 -0.3 0.1 0.4
C -0.883220 4.891614 -2.857827 0.3 -0.2 -0.2
H -1.411615 5.799497 -3.139638 0.0 -0.2 0.1
C -1.263179 4.174774 -1.712806 0.1 0.1 -0.3
H -2.084748 4.535082 -1.090842 0.2 -0.1 -0.2
C -0.597153 2.997720 -1.377186 0.8 -0.3 -0.4
H -0.872392 2.406427 -0.498272 0.1 0.3 -0.4
Hf 0.555302 -0.268540 3.037232 -0.8 -0.2 1.9
C -1.662927 -1.204799 2.118863 0.9 0.0 2.9
C -2.159677 -1.343746 0.910192 -0.5 -0.3 -1.2
H -2.180961 -1.578104 3.054508 0.1 0.1 -1.3
C -1.356824 -0.737997 -0.247907 -1.5 0.5 -1.4
O -2.282850 0.270773 -0.865001 1.6 -0.7 0.6
H -1.823015 0.699399 -1.614761 -0.1 -0.4 0.3
C -0.091521 -0.121415 0.256719 1.3 2.3 2.1
H -1.200629 -1.515218 -1.030120 0.6 0.6 0.4
C 0.638105 0.550301 1.112425 -2.3 -1.6 -6.1
Cl -0.282194 -0.984184 5.065012 -0.4 -0.3 1.1
Cl 2.743574 0.741653 3.332537 -0.4 -0.4 0.1
P 1.614680 -2.517949 2.238456 0.4 -1.1 0.4
C 2.445496 -3.019612 3.783560 0.1 0.1 0.1
H 1.700929 -3.368491 4.507260 0.2 0.1 -0.1
H 2.979544 -2.160870 4.212944 0.0 -0.3 -0.1
H 3.153777 -3.820476 3.547516 -0.1 0.1 0.2
C 0.543518 -3.928121 1.875843 -0.3 -0.1 -0.2
H 0.060876 -3.781703 0.900980 0.1 -0.1 0.2
H -0.236918 -3.998903 2.642187 0.2 0.0 -0.1
H 1.143269 -4.845657 1.863348 -0.2 0.1 0.0
C 2.931285 -2.613219 1.009672 0.2 0.2 -0.3
H 3.473898 -1.660832 0.965995 0.0 -0.2 0.0
H 2.511053 -2.833348 0.021165 0.1 0.1 0.2
H 3.620264 -3.412993 1.306970 -0.1 0.2 -0.2
P -3.755690 -2.218540 0.376991 2.5 1.5 0.3
C -4.287137 -3.275020 1.706053 -0.2 -0.3 -0.1
C -3.270711 -3.137553 -1.088863 -0.3 -0.3 0.0
H -4.333972 -2.707347 2.640487 0.0 -0.1 -0.2
H -3.592222 -4.117454 1.817674 -0.2 0.2 0.0
H -5.283308 -3.653278 1.445784 0.1 0.0 0.2
H -2.985853 -2.457856 -1.898634 -0.1 0.0 0.2
H -4.119848 -3.746829 -1.415501 0.2 0.0 -0.1
H -2.420749 -3.790432 -0.856000 -0.2 0.1 0.0
C -4.920361 -0.931689 -0.037694 -0.4 -0.1 0.0
H -5.205806 -0.395797 0.872398 0.0 -0.1 -0.1
H -5.799503 -1.384248 -0.501771 -0.1 0.2 0.0
H -4.420934 -0.235602 -0.720981 -0.2 -0.3 0.1
H 1.570158 1.015204 0.920139 0.6 0.7 -0.2
C -2.541852 1.780800 3.817881 -0.2 -0.2 -0.3
P -0.840325 2.068176 3.255510 -0.1 -0.3 1.2
C -0.967678 3.479278 2.148337 0.1 0.2 -0.5
C -0.037628 2.754388 4.740699 0.1 0.3 0.0
H -3.114204 1.300733 3.008748 0.1 0.2 0.3
H -2.994559 2.736619 4.078883 -0.1 0.0 0.1
H -2.537207 1.109904 4.683994 0.0 0.2 -0.1
H -1.103096 4.387107 2.750125 0.0 -0.2 -0.2
H -0.057840 3.575220 1.545944 -0.1 0.1 0.1
H -1.819076 3.358213 1.469032 0.2 0.0 0.1
H -0.407701 3.776257 4.887811 0.2 -0.2 0.2
H -0.274104 2.134800 5.610625 0.0 0.1 -0.1
H 1.051962 2.764051 4.604497 -0.3 0.1 0.1
```
Forces are in eV/Å.

Properties
- LUMO energy (alpha / beta): -6.37 / -6.39 eV
- Total charge: +2
- HOMO-LUMO gap (alpha / beta): 4.606 / 4.573 eV
- HOMO (alpha / beta): -11.0 / -11.0 eV
- DFT total energy: -3655.44845 Eh

Which charges does Mulliken predict for the atoms? In e, they are: number 1, P, carries 0.23; number 2, C, carries 1.10; number 3, C, carries -0.38; number 4, H, carries 0.39; number 5, C, carries -0.73; number 6, H, carries 0.43; number 7, C, carries -0.52; number 8, H, carries 0.40; number 9, C, carries -0.59; number 10, H, carries 0.42; number 11, C, carries -0.86; number 12, H, carries 0.41; number 13, C, carries 0.50; number 14, C, carries 0.05; number 15, H, carries 0.73; number 16, C, carries -0.81; number 17, H, carries 0.45; number 18, C, carries -0.72; number 19, H, carries 0.45; number 20, C, carries -0.85; number 21, H, carries 0.48; number 22, C, carries -0.86; number 23, H, carries 0.47; number 24, C, carries 0.53; number 25, C, carries -0.73; number 26, H, carries 0.49; number 27, C, carries -0.75; number 28, H, carries 0.42; number 29, C, carries -0.65; number 30, H, carries 0.41; number 31, C, carries -0.93; number 32, H, carries 0.43; number 33, C, carries 0.74; number 34, H, carries 0.10; number 35, Hf, carries -1.01; number 36, C, carries -0.33; number 37, C, carries 0.12; number 38, H, carries 0.13; number 39, C, carries 1.59; number 40, O, carries -0.76; number 41, H, carries 0.22; number 42, C, carries -1.46; number 43, H, carries -0.63; number 44, C, carries 1.05; number 45, Cl, carries -0.38; number 46, Cl, carries -0.38; number 47, P, carries 1.19; number 48, C, carries -1.34; number 49, H, carries 0.38; number 50, H, carries 0.40; number 51, H, carries 0.49; number 52, C, carries -1.21; number 53, H, carries 0.14; number 54, H, carries 0.34; number 55, H, carries 0.52; number 56, C, carries -1.16; number 57, H, carries 0.31; number 58, H, carries 0.15; number 59, H, carries 0.61; number 60, P, carries 1.31; number 61, C, carries -1.21; number 62, C, carries -1.15; number 63, H, carries 0.40; number 64, H, carries 0.39; number 65, H, carries 0.43; number 66, H, carries 0.26; number 67, H, carries 0.52; number 68, H, carries 0.35; number 69, C, carries -1.23; number 70, H, carries 0.42; number 71, H, carries 0.47; number 72, H, carries 0.30; number 73, H, carries 0.82; number 74, C, carries -1.26; number 75, P, carries 1.14; number 76, C, carries -1.40; number 77, C, carries -1.37; number 78, H, carries 0.21; number 79, H, carries 0.49; number 80, H, carries 0.37; number 81, H, carries 0.63; number 82, H, carries 0.32; number 83, H, carries 0.29; number 84, H, carries 0.48; number 85, H, carries 0.39; number 86, H, carries 0.37

=====

Entry 2:
The following is a DFT calculation (ωB97M-V/def2-TZVPD) of a 7-piece molecular cluster, C32H46Cl4N5 overall at a distorted geometry.

XYZ file:
```
87
Properties=species:S:1:pos:R:3:forces:R:3
C 19.907745 12.581145 10.809948 0.2 0.0 0.1
N 20.088842 12.724284 12.259672 -0.6 0.1 1.8
C 21.214711 12.367771 12.896483 0.1 0.1 -0.6
C 21.342580 12.485685 14.267174 1.3 -0.6 -0.9
C 20.329445 12.940082 15.081097 0.3 -0.2 0.3
C 19.165977 13.263898 14.423715 -1.1 0.1 -0.8
C 19.062302 13.125068 13.055536 0.1 0.5 -0.7
C 20.495815 13.012429 16.550156 -0.2 0.3 0.1
C 21.728275 13.362327 17.114931 -0.5 0.1 1.6
C 21.846582 13.351069 18.515296 0.5 0.1 -1.6
N 20.838719 12.976925 19.318009 1.0 0.3 0.2
C 19.650920 12.713659 18.780737 -0.6 -0.9 0.4
C 19.427011 12.745173 17.399280 0.3 -0.1 0.7
C 21.118721 12.779685 20.801550 -0.9 -0.5 -0.5
H 20.880926 12.618825 10.334425 0.1 -0.3 0.0
H 19.354101 13.422322 10.415898 -0.3 0.1 0.1
H 19.386635 11.639535 10.649920 0.1 0.0 -0.3
H 21.992926 11.987913 12.242412 0.1 0.1 0.3
H 22.312398 12.174386 14.622344 0.0 0.0 0.4
H 18.289318 13.648626 14.913984 -0.1 0.0 0.3
H 18.178855 13.420615 12.512910 -0.2 0.0 0.1
H 22.570704 13.735847 16.556569 0.1 -0.2 -0.2
H 22.807732 13.635667 18.925608 -0.2 -0.1 0.5
H 18.944617 12.330029 19.516013 -0.4 0.0 -0.3
H 18.432763 12.464339 17.071076 0.1 0.0 -0.1
H 21.453411 13.722564 21.231965 0.2 -0.2 -0.2
H 21.789803 11.918332 20.889713 0.1 0.4 0.0
H 20.190919 12.440262 21.272668 0.0 0.1 -0.2
C 13.758585 12.216540 11.215362 -0.5 0.6 -1.3
N 14.512409 11.354450 12.106869 -0.4 0.9 0.3
C 15.805505 11.140607 11.898654 1.2 -0.8 -0.6
C 16.614917 10.495173 12.801854 -0.1 -0.3 -0.3
C 16.109419 10.076542 14.044710 -0.6 1.1 -1.2
C 14.737354 10.334179 14.205598 0.4 -0.2 1.0
C 13.956742 10.996792 13.259069 0.4 -1.1 1.7
C 17.053587 9.561193 15.038814 -0.1 0.0 1.1
C 17.018673 10.002862 16.374007 -0.3 -0.7 -0.8
C 17.947465 9.478607 17.249557 -0.4 0.9 0.4
N 18.878883 8.620067 16.862817 -0.1 -1.0 0.4
C 18.820732 8.074154 15.642571 0.6 -0.4 -0.2
C 17.982888 8.584042 14.690115 -0.6 0.1 -0.5
C 19.742357 8.008438 17.908723 0.2 0.0 0.5
H 13.708664 13.229284 11.604610 -0.3 -0.1 0.4
H 12.750257 11.834535 11.063650 0.0 0.1 0.4
H 14.232245 12.316437 10.232592 0.2 -0.4 0.2
H 16.171573 11.411503 10.921808 0.0 0.2 -0.1
H 17.630336 10.244709 12.515648 0.0 0.2 0.0
H 14.318421 10.065051 15.168443 -0.4 0.0 0.1
H 12.923849 11.247359 13.508335 -0.3 0.3 -0.5
H 16.197287 10.578536 16.773686 -0.2 0.3 0.3
H 17.946826 9.740159 18.293279 -0.1 0.1 0.6
H 19.401532 7.174595 15.512977 0.3 -0.3 -0.1
H 17.933926 8.134702 13.705607 0.2 -0.2 0.1
H 19.090539 7.546898 18.653202 0.1 -0.1 -0.2
H 20.307862 8.774949 18.444328 -0.3 0.2 -0.2
H 20.418451 7.277282 17.476791 -0.3 -0.1 -0.2
C 8.708736 11.896088 9.088182 -0.1 -0.4 0.0
C 9.603604 10.658734 8.884003 -0.9 0.1 0.6
C 9.904940 9.946794 10.186376 0.0 -0.2 0.2
N 10.627385 8.605423 10.032440 0.2 0.3 0.6
C 11.139034 8.265700 11.378549 -0.3 -0.2 0.4
C 11.795127 8.600289 9.087335 -0.1 -0.6 -1.1
C 11.293250 7.844420 7.848705 0.3 0.6 0.1
C 10.311671 6.825319 8.417285 0.5 -0.2 -0.7
C 9.673908 7.529985 9.582879 -1.2 -0.1 -0.1
H 7.700799 11.629465 9.410506 0.2 -0.2 0.4
H 8.514075 12.357785 8.117852 0.5 0.3 0.2
H 9.170794 12.557238 9.822625 -0.3 0.3 -0.2
H 10.563985 11.004845 8.527449 0.1 -0.1 -0.8
H 9.052751 10.021906 8.190290 0.5 -0.2 -0.2
H 9.060075 9.694303 10.826208 -0.4 0.1 -0.3
H 10.517494 10.566699 10.833305 0.3 0.2 0.1
H 11.520216 7.243745 11.328352 0.1 0.2 0.3
H 10.315980 8.363255 12.078387 -0.1 -0.3 0.2
H 11.868807 9.008113 11.675802 0.4 -0.1 0.0
H 12.635916 8.029596 9.501099 -0.3 0.4 0.3
H 12.083126 9.616885 8.848459 0.2 0.1 0.2
H 12.125951 7.386669 7.314189 -0.1 0.0 0.0
H 10.826914 8.567091 7.178232 -0.2 -0.2 -0.1
H 10.856939 5.917332 8.683968 -0.2 0.0 0.2
H 9.577906 6.566012 7.657370 -0.1 -0.2 0.1
H 9.386466 6.876968 10.414567 0.4 0.2 0.0
H 8.735121 8.005846 9.267543 0.4 0.1 0.1
Cl 19.154346 9.757361 20.976445 0.4 0.8 -0.7
Cl 18.988471 4.628051 16.558696 0.1 0.8 -0.3
Cl 14.583783 9.826614 18.684271 0.5 0.3 -0.8
Cl 10.590881 12.536193 13.297185 0.7 -0.6 -0.6
```
Forces are in eV/Å.

Properties
- LUMO energy: -5.98 eV
- Total charge: +1
- HOMO-LUMO gap: 1.943 eV
- HOMO: -7.9 eV
- DFT total energy: -3361.04643 Eh

Which charges does Mulliken predict for the atoms? In e, they are: number 1, C, carries -0.83; number 2, N, carries 0.11; number 3, C, carries -0.31; number 4, C, carries -0.86; number 5, C, carries 0.89; number 6, C, carries -0.41; number 7, C, carries -0.46; number 8, C, carries 0.96; number 9, C, carries -0.83; number 10, C, carries -0.38; number 11, N, carries 0.03; number 12, C, carries -0.53; number 13, C, carries -0.63; number 14, C, carries -0.90; number 15, H, carries 0.33; number 16, H, carries 0.37; number 17, H, carries 0.32; number 18, H, carries 0.42; number 19, H, carries 0.52; number 20, H, carries 0.60; number 21, H, carries 0.52; number 22, H, carries 0.51; number 23, H, carries 0.44; number 24, H, carries 0.45; number 25, H, carries 0.39; number 26, H, carries 0.36; number 27, H, carries 0.39; number 28, H, carries 0.29; number 29, C, carries -0.63; number 30, N, carries 0.21; number 31, C, carries -0.32; number 32, C, carries -0.88; number 33, C, carries 0.50; number 34, C, carries -0.72; number 35, C, carries -0.19; number 36, C, carries 1.06; number 37, C, carries -0.95; number 38, C, carries -0.75; number 39, N, carries 0.15; number 40, C, carries -0.82; number 41, C, carries -0.55; number 42, C, carries -0.86; number 43, H, carries 0.33; number 44, H, carries 0.03; number 45, H, carries 0.32; number 46, H, carries 0.46; number 47, H, carries 0.54; number 48, H, carries 0.65; number 49, H, carries 0.24; number 50, H, carries 0.54; number 51, H, carries 0.73; number 52, H, carries 0.46; number 53, H, carries 0.62; number 54, H, carries 0.34; number 55, H, carries 0.32; number 56, H, carries 0.33; number 57, C, carries -1.47; number 58, C, carries 0.09; number 59, C, carries -0.79; number 60, N, carries 0.44; number 61, C, carries -1.30; number 62, C, carries -0.57; number 63, C, carries -0.66; number 64, C, carries -0.57; number 65, C, carries -0.51; number 66, H, carries 0.37; number 67, H, carries 0.39; number 68, H, carries 0.37; number 69, H, carries 0.26; number 70, H, carries 0.27; number 71, H, carries 0.40; number 72, H, carries 0.16; number 73, H, carries 0.52; number 74, H, carries 0.45; number 75, H, carries 0.40; number 76, H, carries 0.46; number 77, H, carries 0.19; number 78, H, carries 0.41; number 79, H, carries 0.30; number 80, H, carries 0.35; number 81, H, carries 0.36; number 82, H, carries 0.34; number 83, H, carries 0.29; number 84, Cl, carries -0.67; number 85, Cl, carries -0.78; number 86, Cl, carries -0.69; number 87, Cl, carries -0.71

=====

Among the records above, which one has the lowest total charge? C32H46Cl4N5

=====

Number 1 is which compound? C32H46Cl2HfOP4

=====

total charge of number 1 (C32H46Cl2HfOP4)? +2